Record 1
C4H13NO2 | ωB97M-V/def2-TZVPD

## Properties
energy above the lowest of the compared OMol25 structures with the same formula, charge and spin = 65.5 kcal/mol
2S+1 = 2
charge = +1
max |F| = 5.9 eV/A
LUMO energy (spin up / spin down) = -2.96 / -8.64 eV
⟨S²⟩ = 0.75
orbital gap (spin up / spin down) = 0.3954 / 0.1864 Ha
E_HOMO (spin up / spin down) = -13.716 / -13.716 eV

Last column: Löwdin charge in e.
Positions of all 20 atoms, in Å:
H: 1.49999 0.05334 -1.31570  0.18
C: -0.29758 1.79934 -1.35474  -0.17
C: -0.88251 1.41959 -2.76393  -0.08
H: -1.87554 0.85670 -2.65027  0.11
H: 0.24998 1.13595 0.56936  0.20
C: 0.60235 -0.34233 -0.76056  -0.16
N: -0.23771 0.74283 -0.27846  0.19
H: -1.11722 2.40848 -3.26805  0.10
O: 1.62792 -0.91187 1.40202  -0.08
H: -0.56615 -1.98986 5.96138  0.04
H: 1.02511 -2.38571 -0.11130  0.12
H: -0.35880 0.80710 -3.55965  0.09
H: -0.39530 -1.56948 0.85478  0.16
H: -1.25863 -1.14202 4.89310  -0.01
O: -0.86059 -1.96034 5.04901  -0.03
H: 0.04283 -0.91461 -1.58557  0.16
H: 0.65929 2.27277 -1.57576  0.15
C: 0.67467 -1.46086 0.37233  -0.14
H: -0.97625 2.50675 -1.00420  0.10
H: 2.44412 -1.32577 1.12620  0.08

---

Record 2
C4H13NO2 | ωB97M-V/def2-TZVPD

## Properties
energy above the lowest of the compared OMol25 structures with the same formula, charge and spin = 40.3 kcal/mol
2S+1 = 2
charge = +1
max |F| = 3.7 eV/A
LUMO energy (spin up / spin down) = -4.92 / -7.58 eV
⟨S²⟩ = 0.76
orbital gap (spin up / spin down) = 0.3566 / 0.2590 Ha
E_HOMO (spin up / spin down) = -14.621 / -14.624 eV

Last column: Löwdin charge in e.
Positions of all 20 atoms, in Å:
H: -1.25611 0.79239 -0.87287  0.04
H: 3.32723 -0.93562 -0.74093  0.09
H: 2.44251 0.19171 2.16921  0.17
H: -2.20187 -1.67623 -2.65275  0.04
H: -2.76607 -1.69714 1.25120  0.06
H: 2.70465 -1.97900 0.50494  0.07
C: 3.12750 -1.01059 0.32280  -0.09
N: -0.86854 1.63990 -0.56374  0.19
H: 0.20850 -0.36738 1.14147  0.11
O: -2.68001 -0.89174 0.76050  -0.02
H: -1.81744 -0.50828 0.96711  0.01
H: -2.66467 -1.12226 -1.22999  0.03
O: -2.19261 -0.91001 -2.08095  -0.08
C: 2.37309 0.13112 0.99784  -0.23
H: 0.82280 2.44179 0.33619  0.15
H: 2.89138 1.07656 0.54737  0.15
H: 4.14421 -0.97603 0.78044  0.10
C: 0.40224 1.46996 0.02494  0.00
C: 0.90571 0.33482 0.71589  0.04
H: -1.62556 2.14234 -0.06038  0.17

---

Record 3
C4H13NO2S | ωB97M-V/def2-TZVPD

## Properties
energy above the lowest of the compared OMol25 structures with the same formula, charge and spin = 21.5 kcal/mol
2S+1 = 2
charge = -1
max |F| = 2.9 eV/A
LUMO energy (spin up / spin down) = 3.02 / 3.01 eV
⟨S²⟩ = 0.75
orbital gap (spin up / spin down) = 0.0748 / 0.3142 Ha
E_HOMO (spin up / spin down) = 0.985 / -5.544 eV

Last column: Löwdin charge in e.
Positions of all 21 atoms, in Å:
H: -1.10536 2.42358 -0.07387  0.05
H: 2.05999 0.35664 -1.08726  0.06
H: -1.35629 -1.03391 2.94832  -0.15
N: 0.07757 -0.45435 -1.03311  -0.14
C: 0.17612 -1.46875 1.19875  -0.59
H: -0.63810 1.07914 -1.75885  0.01
O: -0.99624 2.00869 0.82268  -0.15
H: 1.14380 -1.20383 1.69703  0.07
H: -1.41080 -0.11390 0.37948  0.12
S: -0.98272 -2.22417 2.40579  0.52
H: 0.91555 1.61836 0.31817  0.12
H: 0.48186 -2.22458 0.45084  0.04
H: -0.40840 -1.18140 -1.54083  0.02
H: 0.31558 1.00597 1.94790  0.11
O: -1.23841 1.86323 -1.68427  -0.18
C: 1.50364 -0.57781 -1.24792  -0.33
H: -2.02768 1.51510 -2.12244  0.03
H: 1.69776 -0.92118 -2.27476  0.02
C: 0.10103 1.11943 0.87360  -0.26
C: -0.34169 -0.27633 0.41755  -0.41
H: 2.03275 -1.30994 -0.63679  0.04

---

Record 4
C4H13NO2S | ωB97M-V/def2-TZVPD

## Properties
energy above the lowest of the compared OMol25 structures with the same formula, charge and spin = 130.1 kcal/mol
2S+1 = 2
charge = +1
max |F| = 5.4 eV/A
LUMO energy (spin up / spin down) = -7.74 / -7.81 eV
⟨S²⟩ = 0.76
orbital gap (spin up / spin down) = 0.2148 / 0.2123 Ha
E_HOMO (spin up / spin down) = -13.583 / -13.582 eV

Last column: Löwdin charge in e.
Positions of all 21 atoms, in Å:
H: -1.14286 -1.30199 0.44823  0.04
H: -0.16739 1.41039 1.38503  0.09
H: -1.05531 0.24439 2.41896  0.12
H: 0.74710 1.05718 -0.26331  0.02
S: -2.37584 1.02089 0.45012  0.86
H: 1.06244 -2.94053 0.27632  0.16
H: 3.09249 -2.14276 -1.61133  0.12
O: 2.16764 -2.55678 -1.51652  -0.10
H: 0.30333 -1.30772 1.76407  0.15
C: 0.78945 -0.88124 -0.37794  -0.41
H: 0.19644 -1.06218 -1.30004  0.15
H: -1.68477 -1.69579 -0.07105  0.37
H: 1.94615 0.61992 -1.34835  0.10
N: 1.48329 0.38631 -0.50374  0.09
H: -0.82803 3.63469 -0.87235  0.09
C: -0.81928 0.53274 1.35731  -0.48
C: -0.19804 -0.80373 0.92447  -0.08
O: -0.29228 2.91924 -0.39629  -0.17
C: 1.69230 -2.04138 -0.16078  -0.19
H: 2.53089 -1.58451 0.49883  0.16
H: -1.15953 2.29259 -0.15658  -0.09